[1]
This record from OMol25 describes C2H12HfO11 as an isolated structure at a distorted geometry. The level of theory is wB97M-V/def2-TZVPD.

The geometry in XYZ format:
```
26
Properties=species:S:1:pos:R:3:mulliken_charge:R:1
C -2.51 0.68 -0.15 0.80
O 0.88 2.17 -0.37 -0.51
O -3.82 0.84 0.03 -0.42
H -1.18 -2.75 -1.36 0.27
H 0.22 1.10 2.68 0.37
O -0.48 1.02 1.99 -0.55
O -0.46 -2.16 -1.24 -0.44
O 3.81 -0.57 0.54 -0.38
O 1.84 0.39 1.15 -0.75
H -0.89 -2.05 1.46 0.31
H 0.60 0.40 -2.58 0.33
H -4.07 1.77 0.12 0.37
C 2.50 -0.33 0.38 0.73
H -1.22 0.60 2.45 0.36
O 1.69 -0.64 -0.49 -0.63
O -0.04 -1.56 1.42 -0.53
O -0.20 0.40 -2.00 -0.46
H 1.72 2.33 0.07 0.38
H 0.95 2.63 -1.25 0.32
H 4.16 -1.16 -0.10 0.36
H -0.83 0.07 -2.70 0.31
H 0.61 -2.01 1.93 0.29
O -1.92 -0.41 -0.04 -0.67
O -1.64 1.56 -0.33 -0.53
H 0.31 -2.57 -1.69 0.28
Hf -0.02 0.26 0.07 2.37
```

Summary:
relative energy (zero: lowest compared OMol25 entry of this formula, charge and spin)	33.8	kJ/mol
gap between HOMO and LUMO	11.961	eV
E_HOMO	-18.430	eV
LUMO	-6.4696	eV
electronic energy	-958.7201	Ha
charge	+2
molecular weight	390.6	g/mol

***

[2]
This record from OMol25 describes a single C4H7NO molecule at a distorted geometry. The level of theory is wB97M-V/def2-TZVPD.

The geometry in XYZ format:
```
13
Properties=species:S:1:pos:R:3:mulliken_charge:R:1
H 0.56 2.13 0.60 0.31
N 0.55 1.14 0.87 -0.66
O 0.87 1.06 -1.57 -0.59
C 0.66 0.44 -0.36 0.51
C -0.71 -0.92 0.56 -0.53
H -0.14 0.98 -1.48 0.46
C 0.68 -1.06 -0.14 -0.61
H 1.50 -1.42 0.48 0.28
H 0.63 -1.60 -1.09 0.26
H -1.50 -1.46 0.04 0.28
H -1.58 1.25 0.22 0.53
C -0.72 0.57 0.27 -0.52
H -0.72 -1.13 1.62 0.28
```

Summary:
relative energy (zero: lowest compared OMol25 entry of this formula, charge and spin)	391.7	kJ/mol
gap between HOMO and LUMO	9.719	eV
E_HOMO	-8.732	eV
LUMO	0.9868	eV
electronic energy	-286.4825	Ha
molecular weight	85.1	g/mol
structure (SMILES)	O[C@]12CC[C@H]1N2